# 1
This record from OMol25 describes a structure of composition C12H10Cl2N5O7P2PtS. The level of theory is the ωB97M-V functional and the def2-TZVPD basis.

Each line ends with the natural charge from an NBO analysis.
Cartesian coordinates (Å):
Pt: 0.468 -0.512 -0.938  1.251
Cl: 1.544 2.140 1.038  0.061
C: 0.966 2.021 2.664  0.018
C: 0.129 3.001 3.149  -0.246
C: -0.316 2.939 4.467  -0.121
C: 0.077 1.913 5.312  -0.232
C: 0.923 0.933 4.831  0.020
Cl: 1.449 -0.346 5.843  0.114
C: 1.380 0.964 3.499  -0.403
S: 2.409 -0.282 2.968  0.843
H: -0.157 3.822 2.506  0.244
H: -0.970 3.714 4.842  0.241
H: -0.261 1.869 6.337  0.254
O: 0.934 -4.648 -1.278  -0.972
P: 0.782 -3.174 -0.764  2.522
O: -0.498 -2.550 -1.279  -1.079
O: 1.975 -2.294 -1.046  -1.120
O: 0.654 -3.378 0.846  -1.087
P: 0.313 -2.156 1.835  2.581
O: -1.270 -2.069 1.807  -0.987
O: 0.917 -2.342 3.174  -1.059
O: 0.802 -0.868 1.163  -1.169
H: 1.701 -5.125 -0.935  0.527
H: -1.724 -2.910 1.944  0.524
N: -2.748 2.353 -1.649  -0.318
C: -2.048 1.711 -0.712  0.227
N: -1.167 0.938 -1.311  -0.538
C: -1.381 1.155 -2.640  0.283
N: -2.336 2.015 -2.884  -0.215
C: -0.566 0.443 -3.625  0.111
C: -0.807 0.433 -4.990  0.046
N: -0.042 -0.266 -5.819  -0.326
C: 0.957 -0.959 -5.291  0.023
C: 1.213 -0.968 -3.925  0.033
N: 0.450 -0.255 -3.105  -0.431
H: -3.505 3.009 -1.533  0.439
H: -2.204 1.807 0.349  0.237
H: -1.633 0.995 -5.408  0.231
H: 1.576 -1.534 -5.967  0.224
H: 2.014 -1.540 -3.476  0.250

Calculated values
2S+1 ... 5
HOMO-LUMO gap (alpha / beta) ... 0.283 / 0.248 hartree
HOMO (alpha / beta) ... -0.4027 / -0.4643 hartree
Electronic energy ... -92091.323 eV
Net charge ... +1
LUMO energy (alpha / beta) ... -3.3 / -5.9 eV
Expectation value of S² ... 6.028

# 2
This record from OMol25 describes a structure of composition C12H10Cl4N2O2STi. The level of theory is the ωB97M-V functional and the def2-TZVPD basis.

Each line ends with the natural charge from an NBO analysis.
Cartesian coordinates (Å):
Ti: 0.028 -0.079 0.205  1.300
Cl: 0.173 0.571 -2.213  0.112
C: -1.603 0.594 -2.186  -0.016
C: -2.250 0.140 -3.315  -0.228
C: -3.635 0.124 -3.304  -0.162
C: -4.330 0.534 -2.177  -0.199
C: -3.646 0.968 -1.053  -0.017
Cl: -4.558 1.463 0.324  0.068
C: -2.248 1.022 -1.023  -0.248
S: -1.393 1.653 0.406  -0.061
H: -1.686 -0.190 -4.175  0.248
H: -4.176 -0.215 -4.176  0.242
H: -5.410 0.520 -2.159  0.250
Cl: 1.097 -4.460 1.974  0.072
C: 0.685 -3.674 0.478  -0.313
Cl: 2.124 -3.097 -0.422  0.029
C: -0.072 -2.373 0.666  0.729
O: 0.232 -1.580 1.607  -0.660
O: -0.786 -1.933 -0.280  -0.654
H: 0.141 -4.352 -0.170  0.263
C: 1.481 0.792 3.227  -0.671
C: 2.244 1.058 1.978  0.448
N: 1.864 0.755 0.739  -0.606
C: 2.896 1.154 -0.103  -0.065
C: 3.886 1.699 0.633  -0.070
N: 3.452 1.630 1.942  -0.479
H: 0.444 1.109 3.122  0.250
H: 1.914 1.334 4.065  0.245
H: 1.489 -0.274 3.451  0.269
H: 2.852 1.026 -1.170  0.230
H: 4.835 2.123 0.360  0.250
H: 3.957 1.957 2.750  0.441

Calculated values
2S+1 ... 2
HOMO-LUMO gap (alpha / beta) ... 0.306 / 0.323 hartree
HOMO (alpha / beta) ... -0.4383 / -0.4430 hartree
Electronic energy ... -103719.221 eV
Net charge ... +1
LUMO energy (alpha / beta) ... -3.6 / -3.3 eV
Energy relative to the best compared isomer or geometry (same formula, charge and spin) ... 2.4 kcal per mole
Expectation value of S² ... 0.754

# 3
This record from OMol25 describes the molecule C12H10F2N2O3. The level of theory is the ωB97M-V functional and the def2-TZVPD basis.

Each line ends with the natural charge from an NBO analysis.
Cartesian coordinates (Å):
C: -1.800 0.663 -2.774  -0.252
O: -1.320 1.684 -1.927  -0.521
C: -0.601 1.332 -0.823  0.322
C: -0.406 0.022 -0.413  -0.276
C: 0.307 -0.287 0.745  -0.062
C: 0.464 -1.694 1.123  0.124
C: 1.519 -2.147 1.980  -0.173
C: 1.613 -3.458 2.293  -0.252
C: 0.651 -4.415 1.775  0.576
O: 0.616 -5.609 1.986  -0.609
N: -0.293 -3.819 0.950  -0.369
N: -0.396 -2.543 0.632  -0.185
C: 0.830 0.748 1.512  -0.216
C: 0.660 2.056 1.105  -0.211
C: -0.035 2.362 -0.054  0.225
O: -0.140 3.715 -0.338  -0.496
C: -0.315 4.148 -1.609  0.797
F: -0.112 5.477 -1.590  -0.332
F: 0.616 3.637 -2.450  -0.347
H: -2.283 1.178 -3.602  0.204
H: -0.982 0.047 -3.157  0.184
H: -2.531 0.031 -2.261  0.182
H: -0.815 -0.798 -0.977  0.239
H: 2.247 -1.440 2.347  0.224
H: 2.396 -3.848 2.925  0.235
H: -1.001 -4.422 0.541  0.409
H: 1.356 0.549 2.432  0.214
H: 1.064 2.875 1.679  0.232
H: -1.308 3.957 -2.050  0.132

Calculated values
HOMO-LUMO gap ... 0.309 hartree
HOMO ... -0.3132 hartree
Electronic energy ... -27163.161 eV
LUMO energy ... -0.1 eV
SMILES ... COc1cc(-c2ccc(=O)[nH]n2)ccc1OC(F)F